DFT (ωB97M-V with the def2-TZVPD basis set) results for one molecule with the formula C19H23FN4O2S.

```
! RIJCOSX wB97M-V def2-TZVPD def2/J DEFGRID3
* xyz 0 1
C 4.1123 5.3549 -2.0829
C 4.4167 3.9845 -1.4938
C 3.8962 3.8655 -0.0555
C 4.1715 2.5004 0.4856
C 5.1944 2.2184 1.3362
C 5.4301 0.8775 1.8015
O 6.3010 0.4850 2.5446
N 4.4889 -0.0426 1.2902
C 3.5040 0.3300 0.4495
S 2.4248 -0.9441 -0.0946
C 1.1626 0.0425 -0.9614
C 0.0192 0.4515 -0.0424
O -0.1729 1.6247 0.2074
N -0.7375 -0.5344 0.4838
C -0.7049 -1.9399 0.1637
C -1.9951 -2.3451 -0.5658
N -3.1249 -2.0123 0.2702
C -4.3163 -2.7213 0.1538
C -5.2757 -2.6226 1.1682
C -6.4476 -3.3477 1.1174
C -6.6684 -4.1958 0.0471
F -7.8141 -4.9126 -0.0052
C -5.7407 -4.3251 -0.9670
C -4.5736 -3.5860 -0.9134
C -3.1628 -0.5949 0.5726
C -1.8823 -0.1933 1.3041
N 3.3270 1.5320 0.0306
H 4.5817 6.1381 -1.4917
H 3.0396 5.5332 -2.0985
H 4.4878 5.4223 -3.1012
H 3.9489 3.2088 -2.1026
H 5.4954 3.8115 -1.4998
H 2.8167 4.0257 -0.0560
H 4.3727 4.6185 0.5727
H 5.8608 2.9858 1.6937
H 4.5857 -1.0081 1.5835
H 1.6703 0.9504 -1.2888
H 0.8214 -0.5434 -1.8134
H -0.6423 -2.5023 1.1021
H 0.1617 -2.1916 -0.4436
H -2.0383 -1.8292 -1.5399
H -1.9714 -3.4224 -0.7315
H -5.0943 -1.9843 2.0187
H -7.1839 -3.2706 1.9017
H -5.9376 -4.9893 -1.7937
H -3.8702 -3.6794 -1.7252
H -3.2343 -0.0078 -0.3582
H -4.0300 -0.3642 1.1875
H -1.8105 -0.7326 2.2538
H -1.8617 0.8817 1.4862
*
```

The total energy is -1605.41250 Ha. Its SMILES is CCCc1cc(=O)[nH]c(SCC(=O)N2CCN(c3ccc(F)cc3)CC2)n1. The HOMO energy comes out at -8.13 eV. The HOMO-LUMO gap comes out at 8.4512 eV. As for the lowest unoccupied orbital energy: 0.318 eV. As for the largest force on an atom: 0.62 eV/A.

Here are the Löwdin charges for atoms 1 to 5, given in e:
1 C -0.11
2 C -0.25
3 C -0.15
4 C -0.27
5 C 0.06


DFT (ωB97M-V with the def2-TZVPD basis set) results for C33H42AsN5O3SSe2Ti as an isolated structure in a non-equilibrium geometry.

```
! RIJCOSX wB97M-V def2-TZVPD def2/J DEFGRID3
* xyz 2 1
Ti -0.2399 0.2193 -0.5482
Se 2.1704 1.2560 -0.4124
Se 4.0795 0.1039 0.3613
C 3.7553 0.5484 2.1965
C 4.6715 0.2011 3.1815
C 4.3922 0.5566 4.4886
C 3.2180 1.2419 4.7670
C 2.3773 1.5513 3.7167
N 2.6265 1.2033 2.4498
C 2.5251 0.7931 -2.2655
C 3.7108 1.0650 -2.9261
C 3.8012 0.6895 -4.2605
C 2.7223 0.0527 -4.8566
C 1.5859 -0.1860 -4.0987
N 1.4848 0.1936 -2.8263
H 5.5782 -0.3255 2.9159
H 5.0899 0.3070 5.2765
H 2.9608 1.5225 5.7785
H 1.4532 2.0916 3.8872
H 4.5339 1.5439 -2.4112
H 4.7090 0.8868 -4.8151
H 2.7640 -0.2636 -5.8896
H 0.7259 -0.7080 -4.5054
C -1.7483 3.9871 0.9646
C -1.6025 2.5261 1.3681
C -1.9796 2.3222 2.8325
O -0.2552 2.0297 1.1275
C -2.5226 1.6694 0.4824
O -3.6966 1.8432 0.4080
O -1.8589 0.7075 -0.1729
H -1.1707 4.6310 1.6310
H -2.7957 4.2760 1.0344
H -1.4208 4.1413 -0.0606
H -1.4576 3.0438 3.4625
H -1.7202 1.3133 3.1594
H -3.0507 2.4730 2.9610
H 0.3528 2.7158 1.4236
C -2.7481 -0.5950 -2.6047
C -1.5758 -1.5199 -2.4835
C -1.3560 -2.6909 -3.1369
C -0.0920 -3.2077 -2.6923
C 0.4204 -2.3301 -1.7912
C 1.7595 -2.3878 -1.1225
N -0.4882 -1.2719 -1.6278
H -3.3355 -0.8767 -3.4763
H -2.4397 0.4458 -2.7187
H -3.4045 -0.6512 -1.7353
H -2.0070 -3.1464 -3.8655
H 0.3691 -4.1276 -3.0156
H 2.5334 -1.9304 -1.7427
H 2.0526 -3.4272 -0.9818
H 1.7737 -1.8911 -0.1486
C -0.3599 -3.3358 1.1036
As -0.5265 -1.4326 1.4947
C 0.3320 -1.5051 3.2553
C -2.4743 -1.3992 1.9025
C -2.8778 -2.3730 2.9664
C -3.3674 -3.6334 2.6344
C -3.7472 -4.5256 3.6259
C -3.6399 -4.1673 4.9615
C -3.1558 -2.9121 5.3034
C -2.7766 -2.0218 4.3117
H -0.8823 -3.8762 1.8904
H 0.6819 -3.6487 1.1025
H -0.8069 -3.5776 0.1411
H -0.0911 -2.3558 3.7853
H 0.1609 -0.5997 3.8312
H 1.4034 -1.6537 3.1220
H -2.9503 -1.6262 0.9468
H -2.7560 -0.3866 2.1879
H -3.4781 -3.9055 1.5906
H -4.1380 -5.4969 3.3541
H -3.9388 -4.8606 5.7358
H -3.0853 -2.6247 6.3441
H -2.4237 -1.0319 4.5816
C -0.8414 2.0929 -4.9980
N 0.3182 2.8462 -4.5534
C 1.2249 3.5029 -5.3606
C 2.0924 4.1495 -4.5543
N 1.7055 3.8722 -3.2620
C 0.6171 3.0798 -3.2641
S -0.2590 2.5747 -1.8940
H -0.7198 1.8241 -6.0435
H -1.7444 2.6915 -4.8825
H -0.9413 1.1927 -4.3955
H 1.1700 3.4622 -6.4341
H 2.9380 4.7727 -4.7833
H 2.1065 4.2730 -2.4299
*
```

The total energy is -10068.08862 Ha. The HOMO energy comes out at -12.94 eV. The HOMO-LUMO gap comes out at 6.3606 eV. As for the lowest unoccupied orbital energy: -6.578 eV. As for the largest force on an atom: 1.55 eV/A.

Here are the Löwdin charges for atoms 1 to 5, given in e:
1 Ti 0.68
2 Se 0.74
3 Se 0.82
4 C -0.67
5 C -0.09


DFT (ωB97M-V with the def2-TZVPD basis set) results for C36H74KNO14S6 as an isolated structure in a non-equilibrium geometry.

```
! RIJCOSX wB97M-V def2-TZVPD def2/J DEFGRID3
* xyz 0 1
K 0.5540 4.7626 -0.4550
C 0.0634 0.2653 -0.4903
C -0.9347 1.3181 0.0445
C -0.5922 1.5347 1.5068
O -0.8475 2.4805 -0.6680
H 0.1742 -0.6090 0.1577
H 1.0402 0.7572 -0.5735
H -0.1269 -0.0971 -1.5045
H -1.9182 0.8053 0.0392
H 0.4167 1.9238 1.6699
H -0.8214 0.6682 2.1411
H -1.2729 2.2489 1.9910
C -5.3897 5.4320 -0.5242
C -4.7629 4.1994 0.1620
C -3.4707 4.7043 0.8199
S -3.9617 6.2349 1.6315
O -2.8978 7.2257 1.6693
O -4.6356 5.8544 2.8477
C -5.0711 6.7282 0.2510
H -6.4672 5.2980 -0.6315
H -5.0099 5.4669 -1.5453
H -4.4879 3.4119 -0.5397
H -5.3885 3.7291 0.9178
H -2.7287 4.9863 0.0766
H -3.0382 4.0082 1.5345
H -4.4109 7.2656 -0.4252
H -5.9296 7.3016 0.5784
C 1.6994 -0.0842 -3.8264
C 2.7414 0.6466 -2.9379
C 4.1037 0.4154 -3.6482
S 3.7052 0.8937 -5.3230
O 4.6069 0.2828 -6.2727
O 3.4566 2.3230 -5.3080
C 2.0341 0.1046 -5.3193
H 0.7286 0.3315 -3.5528
H 1.6591 -1.1551 -3.6349
H 2.7757 0.2245 -1.9385
H 2.5864 1.7232 -2.9920
H 4.3701 -0.6389 -3.6350
H 4.8817 1.1212 -3.3649
H 2.0900 -0.8815 -5.7679
H 1.4233 0.8368 -5.8390
C 4.7712 2.8371 -0.3485
C 3.5900 2.1735 0.4407
C 3.9572 0.7711 0.9445
S 5.7630 0.6157 0.8611
O 6.2106 -0.6958 0.4898
O 6.3038 1.2502 2.0492
C 5.9366 1.8229 -0.4941
H 5.1547 3.7244 0.1493
H 4.4813 3.1111 -1.3617
H 2.6107 2.1434 -0.0314
H 3.4081 2.7991 1.3213
H 3.5523 0.1307 0.1576
H 3.5837 0.5620 1.9400
H 5.7409 1.3089 -1.4347
H 6.9440 2.2243 -0.4755
C -2.8768 3.1451 -3.5653
C -1.6505 2.2967 -3.9627
C -0.5236 3.1495 -4.5837
S -0.9526 4.8957 -4.1991
O -1.3151 5.6315 -5.3946
O 0.0768 5.3793 -3.2935
C -2.4502 4.5661 -3.2506
H -3.4610 2.7498 -2.7381
H -3.5395 3.1904 -4.4362
H -1.8901 1.4062 -4.5422
H -1.2930 1.8813 -3.0136
H -0.1990 3.0299 -5.6172
H 0.4175 2.9252 -4.0746
H -3.1731 5.3696 -3.3513
H -2.0489 4.5941 -2.2316
C -3.9305 1.3146 3.4704
C -3.8577 0.5976 4.8324
C -4.7211 1.3149 5.8639
S -6.0924 2.0266 4.9460
O -6.3198 3.3681 5.4648
O -7.1510 1.0351 4.9785
C -5.2533 2.1158 3.3191
H -4.0117 0.5814 2.6669
H -3.0082 1.8502 3.2593
H -2.8451 0.5590 5.2310
H -4.2027 -0.4257 4.6840
H -4.2274 2.1837 6.2952
H -5.2454 0.7057 6.5936
H -5.2121 3.1948 3.1565
H -5.8696 1.7372 2.5063
C -1.4596 -2.1924 2.1261
C -2.0140 -2.7034 0.7560
C -3.0006 -3.8327 1.0549
S -2.3846 -4.6483 2.5793
O -1.8210 -5.9366 2.2480
O -3.4027 -4.5726 3.5954
C -1.1124 -3.4222 2.9564
H -2.3405 -1.7387 2.5939
H -0.6149 -1.5241 2.0043
H -1.1505 -3.0163 0.1698
H -2.5069 -1.8519 0.2886
H -2.9248 -4.6111 0.2971
H -4.0427 -3.5947 1.2476
H -0.2011 -3.7884 2.4737
H -1.0643 -3.3229 4.0352
C 1.8181 -7.4062 -0.6110
C 2.3410 -6.3617 0.3686
C 3.8590 -6.6430 0.4838
C 4.7149 -5.4781 0.9276
C 4.3865 -4.2658 0.0607
C 2.8845 -3.8358 0.1391
N 2.1467 -5.0381 -0.2015
O 0.7417 -4.7996 -0.3366
C 2.6670 -3.2736 1.5634
C 2.6264 -2.7528 -0.8791
C 1.7472 -6.5502 1.7840
H 2.3857 -8.3388 -0.5808
H 1.8550 -7.1504 -1.6732
H 0.7667 -7.6557 -0.4392
H 3.9649 -7.4547 1.2146
H 4.2913 -7.1170 -0.4016
H 5.7636 -5.7557 0.7949
H 4.6185 -5.2763 1.9970
H 4.5749 -4.5158 -0.9879
H 5.0460 -3.4345 0.3181
H 1.6615 -2.8399 1.5922
H 2.8585 -4.0308 2.3213
H 3.3270 -2.4523 1.8597
H 3.2950 -1.8940 -0.8017
H 2.7074 -3.1163 -1.9069
H 1.6084 -2.3935 -0.6942
H 0.7573 -6.1029 1.9116
H 2.3530 -6.3077 2.6543
H 1.4824 -7.6130 1.8271
H 0.6627 -4.5862 -1.2734
*
```

The total energy is -5513.09693 Ha. The HOMO energy comes out at -8.25 eV. The HOMO-LUMO gap comes out at 7.3493 eV. As for the lowest unoccupied orbital energy: -0.903 eV. As for the largest force on an atom: 2.70 eV/A.

Here are the Löwdin charges for atoms 1 to 5, given in e:
1 K 0.81
2 C -0.06
3 C -0.66
4 C -0.08
5 O -0.38


DFT (ωB97M-V with the def2-TZVPD basis set) results for C3H2BrNS as an isolated structure in a non-equilibrium geometry.

```
! RIJCOSX wB97M-V def2-TZVPD def2/J DEFGRID3
* xyz 0 3
C -1.6395 1.2408 0.2331
C -0.6138 -0.9630 0.1455
C 1.7284 0.4090 0.0000
N -1.1870 0.1401 0.0610
S 1.1856 -1.1618 -0.1128
Br 3.5632 0.3668 -0.1450
H -2.1390 1.9512 -0.4556
H -0.8981 -1.9832 0.2738
*
```

The total energy is -3142.21373 Ha. The HOMO energy (alpha / beta) comes out at -7.00 / -7.95 eV. The HOMO-LUMO gap (alpha / beta) comes out at 7.6005 / 5.9636 eV. As for the lowest unoccupied orbital energy (alpha / beta): 0.604 / -1.986 eV. As for the largest force on an atom: 3.69 eV/A.

Here are the Löwdin charges for atoms 1 to 5, given in e:
1 C 0.08
2 C -0.43
3 C -0.97
4 N -0.14
5 S 0.74